A 10-piece molecular cluster, C30H84N8O10 overall in a non-equilibrium geometry. Source: the Open Molecules 2025 dataset; level of theory: ωB97M-V/def2-TZVPD.

**2S+1**: 1
**Structure (SMILES)**: COC[C@H](C)N.COC[C@H](C)N.COC[C@H](C)N.COC[C@H](C)N.NC(N)=O.NC(N)=O.CC(C)O.CC(C)O.CC(C)O.CC(C)O
**Lowest unoccupied orbital energy**: 0.20 eV

Last column: Mulliken charge in e.
Positions of all 132 atoms, in Å:
C: -2.61 2.04 -3.84  -0.5778
O: -1.58 2.53 -2.98  -0.2159
C: -0.32 2.31 -3.53  0.4798
C: 0.05 3.44 -4.58  0.6815
C: 1.42 3.30 -5.23  -1.4915
N: 0.10 4.79 -3.97  -0.7739
H: -2.42 2.25 -4.89  0.2646
H: -3.57 2.29 -3.39  0.3240
H: -2.74 0.96 -3.86  0.0701
H: 0.42 2.28 -2.73  -0.1791
H: -0.20 1.28 -3.89  -0.4654
H: -0.71 3.58 -5.35  0.3130
H: 2.25 3.51 -4.57  0.3509
H: 1.44 3.94 -6.12  0.4028
H: 1.45 2.30 -5.65  0.3403
H: 0.92 4.96 -3.40  0.2565
H: -0.67 4.89 -3.33  0.2826
C: -0.70 -4.57 -1.32  -0.7906
O: -0.92 -3.89 -2.52  -0.4375
C: 0.25 -3.56 -3.32  -0.3732
C: -0.21 -2.89 -4.73  0.0803
C: -0.84 -1.50 -4.60  -0.2337
N: -1.09 -3.74 -5.43  -0.7197
H: -1.70 -4.67 -0.89  0.3226
H: -0.01 -4.11 -0.62  0.1860
H: -0.38 -5.61 -1.38  0.3084
H: 0.84 -2.95 -2.64  -0.0604
H: 0.87 -4.42 -3.58  0.4160
H: 0.75 -2.87 -5.24  0.4640
H: -0.39 -0.88 -3.83  -0.5407
H: -1.92 -1.59 -4.47  0.0770
H: -0.75 -0.99 -5.56  0.4230
H: -0.90 -4.71 -5.21  0.3563
H: -2.01 -3.69 -5.00  0.3462
C: -8.31 1.17 0.44  -0.8168
O: -6.92 0.80 0.49  -0.2523
C: -6.67 -0.59 0.69  -0.7713
C: -5.17 -0.81 1.03  0.4161
C: -4.22 -0.36 -0.09  -0.6092
N: -4.80 -2.16 1.36  -0.5345
H: -8.89 0.97 1.35  0.2966
H: -8.71 0.67 -0.44  0.3429
H: -8.24 2.24 0.24  0.2229
H: -7.35 -1.04 1.41  0.4203
H: -6.94 -1.09 -0.24  0.1767
H: -4.99 -0.30 1.98  0.3962
H: -4.34 0.66 -0.45  0.4585
H: -4.28 -1.08 -0.91  0.0547
H: -3.19 -0.44 0.27  -0.3985
H: -5.27 -2.36 2.23  0.3151
H: -5.21 -2.71 0.62  0.1883
C: 1.99 3.23 2.56  -0.8179
O: 3.26 2.71 2.94  -0.2330
C: 4.40 3.42 2.37  -0.8962
C: 5.70 2.74 2.83  0.7880
C: 5.86 2.90 4.36  -1.4378
N: 6.76 3.47 2.14  -0.7935
H: 1.80 4.23 2.96  0.4011
H: 1.22 2.60 3.01  0.2466
H: 1.93 3.26 1.47  0.2917
H: 4.22 3.38 1.30  0.4222
H: 4.35 4.50 2.51  0.3467
H: 5.66 1.72 2.46  -0.0092
H: 5.16 2.25 4.88  0.2749
H: 5.72 3.95 4.65  0.4039
H: 6.87 2.64 4.67  0.4418
H: 6.88 4.28 2.73  0.3266
H: 7.59 2.94 2.37  0.2695
N: 6.24 -1.45 -1.56  -0.3917
C: 5.37 -1.92 -0.76  0.7469
N: 5.90 -2.15 0.38  -0.3100
O: 4.19 -2.19 -0.92  -0.7278
H: 5.81 -1.13 -2.41  0.2648
H: 7.16 -1.22 -1.22  0.1805
H: 5.42 -2.61 1.14  0.0497
H: 6.87 -1.93 0.55  0.1222
N: -5.62 -3.15 -3.71  -0.3700
C: -4.36 -3.56 -3.73  0.6196
N: -3.84 -3.30 -2.59  0.0163
O: -3.76 -3.87 -4.72  -0.7750
H: -6.19 -3.34 -4.52  0.2435
H: -5.98 -3.01 -2.78  0.1184
H: -2.84 -3.38 -2.45  0.1628
H: -4.49 -3.11 -1.84  0.0607
C: -0.61 -0.73 -0.78  1.3257
C: 0.90 -0.55 -0.85  0.4836
C: 1.38 0.86 -0.36  -0.7927
O: 1.55 -1.32 0.10  -0.2750
H: -1.15 -0.10 -1.48  0.1594
H: -0.96 -0.54 0.23  -1.0664
H: -0.90 -1.75 -1.02  -0.3873
H: 1.30 -0.90 -1.81  0.6638
H: 0.74 1.67 -0.71  -0.5828
H: 2.40 1.10 -0.68  0.5761
H: 1.30 0.97 0.72  0.3083
H: 2.45 -1.49 -0.18  0.0332
C: 5.34 -1.55 3.91  -1.0793
C: 4.12 -2.46 4.22  0.3736
C: 3.38 -3.11 3.06  -0.8872
O: 4.65 -3.57 4.95  -0.5877
H: 5.77 -1.11 4.80  0.3612
H: 5.04 -0.66 3.35  0.1162
H: 6.19 -2.07 3.46  0.3496
H: 3.40 -1.91 4.83  0.2899
H: 2.49 -3.64 3.40  0.3303
H: 4.00 -3.76 2.44  0.4541
H: 3.06 -2.30 2.41  -0.0029
H: 5.31 -3.97 4.38  0.3667
C: -1.44 -0.26 4.69  -1.5435
C: -0.51 -0.88 3.59  1.0983
C: -1.07 -2.13 2.89  -1.0582
O: -0.35 0.10 2.54  -0.0837
H: -1.56 -0.87 5.58  0.4554
H: -2.43 -0.02 4.30  0.2469
H: -0.96 0.68 4.97  0.3681
H: 0.51 -1.04 3.95  -0.0712
H: -0.32 -2.76 2.41  0.2336
H: -1.82 -1.96 2.12  -0.0110
H: -1.59 -2.68 3.67  0.5083
H: -0.11 -0.33 1.72  -0.3194
C: -1.69 5.03 2.38  -1.5479
C: -1.89 3.54 2.16  0.8610
C: -1.48 3.10 0.77  -0.7464
O: -1.29 2.70 3.13  -0.5605
H: -2.35 5.67 1.79  0.4007
H: -0.67 5.27 2.06  0.2974
H: -1.78 5.21 3.45  0.3715
H: -2.97 3.42 2.28  0.1882
H: -0.43 3.18 0.51  -0.0187
H: -2.04 3.61 -0.01  0.5616
H: -1.63 2.03 0.62  -0.1121
H: -1.17 1.83 2.75  0.1227

A 8-piece molecular cluster, C30H86Cl4N14O8P4 overall in a non-equilibrium geometry. Source: the Open Molecules 2025 dataset; level of theory: ωB97M-V/def2-TZVPD.

**2S+1**: 1
**Structure (SMILES)**: CN(C)P(=O)(N(C)C)N(C)C.CN(C)P(=O)(N(C)C)N(C)C.CN(C)P(=O)(N(C)C)N(C)C.CN(C)P(=O)(N(C)C)N(C)C.C[N+](=O)[O-].C[N+](=O)[O-].ClCCCl.ClCCCl
**Lowest unoccupied orbital energy**: -0.03 eV

Last column: Mulliken charge in e.
Positions of all 146 atoms, in Å:
C: -29.28 -4.06 8.70  -1.1536
N: -28.10 -3.94 7.74  0.6221
C: -28.53 -4.00 6.38  -0.9921
P: -26.44 -4.42 8.07  -0.6087
O: -25.52 -3.64 7.22  -0.4253
N: -25.87 -4.38 9.70  0.6349
C: -24.39 -4.35 10.07  -1.0734
C: -26.73 -4.38 10.86  -1.1921
N: -26.40 -6.03 7.76  0.6779
C: -27.20 -7.02 8.38  -0.9982
C: -25.09 -6.53 7.20  -0.5542
H: -29.35 -3.13 9.26  0.2719
H: -29.29 -4.99 9.27  0.2513
H: -30.22 -4.08 8.14  0.5225
H: -28.15 -3.07 5.96  -0.0897
H: -29.60 -3.84 6.31  0.5063
H: -28.11 -4.95 6.04  0.3913
H: -23.86 -3.89 9.23  0.2058
H: -24.23 -3.83 11.01  0.3662
H: -24.07 -5.39 10.11  0.3427
H: -26.31 -4.79 11.79  0.4461
H: -27.21 -3.42 11.06  0.3113
H: -27.62 -5.00 10.81  0.3501
H: -27.22 -7.95 7.81  0.3585
H: -26.65 -7.28 9.29  0.3492
H: -28.21 -6.73 8.67  0.2149
H: -25.24 -7.44 6.62  0.3761
H: -24.47 -6.93 8.00  0.3598
H: -24.58 -5.85 6.51  -0.2835
C: -27.50 2.17 0.14  -0.9695
N: -26.35 2.63 0.96  0.1392
C: -25.82 3.95 0.58  -1.2686
P: -25.37 1.50 1.84  0.3474
O: -26.17 0.30 2.24  -0.8213
N: -24.14 1.20 0.65  0.4401
C: -24.37 -0.02 -0.05  -1.1146
C: -23.17 2.15 0.12  -1.0335
N: -24.45 2.26 3.13  0.3627
C: -25.02 3.27 3.97  -1.1066
C: -23.46 1.39 3.83  -0.8796
H: -27.24 1.75 -0.83  0.3072
H: -28.06 3.07 -0.10  0.4436
H: -28.07 1.41 0.68  0.2239
H: -25.95 4.00 -0.50  0.4263
H: -24.81 4.20 0.91  0.4229
H: -26.49 4.74 0.93  0.3183
H: -24.15 0.12 -1.11  0.4003
H: -23.71 -0.77 0.38  0.2741
H: -25.40 -0.36 0.03  0.2412
H: -23.03 2.91 0.89  0.3195
H: -22.26 1.60 -0.11  0.4022
H: -23.48 2.62 -0.82  0.2507
H: -25.54 4.03 3.39  0.3928
H: -25.66 2.86 4.76  0.3276
H: -24.25 3.81 4.52  0.3434
H: -22.95 0.84 3.03  0.2842
H: -24.00 0.71 4.49  0.2113
H: -22.66 1.88 4.39  0.4023
C: -22.10 4.25 8.41  -0.9213
N: -22.60 5.53 8.91  0.3120
C: -21.62 6.66 9.14  -1.0456
P: -24.21 5.72 9.45  0.4431
O: -24.72 7.07 9.84  -0.8193
N: -25.13 5.21 8.06  0.2155
C: -24.64 5.37 6.63  -1.0626
C: -26.43 4.46 8.19  -1.4780
N: -24.43 4.51 10.71  0.3640
C: -24.53 4.78 12.09  -1.0797
C: -24.41 3.09 10.39  -0.7561
H: -22.94 3.61 8.15  0.1172
H: -21.58 3.81 9.26  0.3057
H: -21.46 4.45 7.56  0.3482
H: -21.16 6.91 8.18  0.3319
H: -20.94 6.62 9.99  0.3011
H: -22.27 7.48 9.43  0.3509
H: -25.35 4.91 5.94  0.3781
H: -24.44 6.39 6.29  0.2623
H: -23.82 4.70 6.37  0.3866
H: -26.24 3.40 8.00  0.5463
H: -26.95 4.75 9.10  0.2957
H: -26.95 4.75 7.27  0.5526
H: -24.75 5.84 12.25  0.3449
H: -25.31 4.21 12.59  0.3098
H: -23.61 4.67 12.66  0.3669
H: -23.41 2.66 10.35  0.1229
H: -24.86 2.94 9.41  -0.0014
H: -24.98 2.51 11.11  0.4874
C: -32.14 1.63 11.59  -1.0065
N: -32.16 1.10 10.24  0.3061
C: -33.41 0.49 9.77  -1.0498
P: -30.71 0.45 9.63  0.2877
O: -30.17 -0.76 10.29  -0.8997
N: -30.84 0.29 7.94  0.3118
C: -31.35 1.45 7.18  -1.0689
C: -30.18 -0.74 7.24  -0.6459
N: -29.65 1.76 9.87  0.6297
C: -29.83 3.23 9.58  -1.2251
C: -28.22 1.31 9.91  -0.2052
H: -33.07 1.78 12.14  0.4046
H: -31.55 2.54 11.65  0.2548
H: -31.66 0.87 12.22  0.2896
H: -33.24 0.31 8.71  0.3520
H: -34.18 1.23 9.98  0.4076
H: -33.64 -0.46 10.25  0.2773
H: -32.07 2.02 7.77  0.3704
H: -30.52 2.10 6.90  0.2250
H: -31.84 1.08 6.28  0.4016
H: -30.20 -0.72 6.15  0.4600
H: -29.16 -0.74 7.62  -0.0607
H: -30.62 -1.72 7.44  0.2765
H: -29.50 3.83 10.43  0.4884
H: -29.34 3.62 8.69  0.2432
H: -30.84 3.63 9.60  0.3892
H: -27.76 1.39 10.90  0.2372
H: -27.55 1.84 9.24  -0.1505
H: -28.02 0.27 9.70  -0.1713
C: -25.88 -1.02 5.45  -0.7200
N: -26.13 -0.25 6.70  1.1804
O: -26.82 -0.82 7.53  -0.3736
O: -25.68 0.84 6.86  -0.4157
H: -24.81 -1.23 5.50  0.3993
H: -25.87 -0.38 4.57  0.3267
H: -26.46 -1.94 5.47  -0.6131
C: -23.07 -3.80 4.77  -0.3378
N: -24.05 -3.58 3.68  0.8810
O: -24.30 -2.47 3.23  -0.4032
O: -24.57 -4.63 3.26  -0.5473
H: -23.68 -4.28 5.53  -0.3353
H: -22.78 -2.86 5.23  0.2635
H: -22.24 -4.40 4.38  0.3976
Cl: -24.78 -0.98 12.24  -0.2010
C: -23.46 -0.76 11.06  -0.5089
C: -24.20 -0.49 9.65  0.9373
Cl: -22.89 -0.17 8.43  -0.2649
H: -22.98 -1.74 11.00  0.3835
H: -22.73 0.02 11.26  0.3985
H: -24.83 0.39 9.72  -0.4154
H: -24.87 -1.20 9.16  -0.3884
Cl: -29.15 -3.95 2.18  -0.2334
C: -27.91 -2.65 1.90  0.1948
C: -26.97 -3.20 0.71  -0.3282
Cl: -27.71 -2.84 -0.86  -0.2131
H: -27.27 -2.63 2.79  -0.2723
H: -28.50 -1.74 1.78  0.2749
H: -26.92 -4.28 0.86  0.4766
H: -25.95 -2.83 0.83  0.0735

Q: Among the records above, which one has the lowest lowest unoccupied orbital energy?
A: C30H86Cl4N14O8P4